A 5-piece molecular cluster, C33H43F2N3O17P2 overall, computed with wB97M-V/def2-TZVPD.

E = -3609.1147 hartree
HOMO energy = -8.63 eV
Max |F| = 1.86 eV Å⁻¹
Net charge = 0
Structure (SMILES) = CCCCCc1ccc2c(c1[PH2]=N)C(=O)C(P(N)O)=C(N(C(=O)F)C(=O)F)C2=O.C[C@@H]1COC(=O)O1.C[C@@H]1COC(=O)O1.C[C@@H]1COC(=O)O1.C[C@@H]1COC(=O)O1
Gap between HOMO and LUMO = 7.236 eV

Cartesian coordinates (Å):
1 P -3.926 2.197 -0.831
2 P 0.991 2.459 1.115
3 F 3.460 -0.887 1.176
4 F 4.018 0.215 -2.248
5 O 1.246 -0.926 1.067
6 O 2.368 6.267 3.064
7 O 6.936 -3.634 6.012
8 O 8.239 -2.595 0.868
9 O -1.025 3.250 -1.222
10 O 3.295 -1.765 -1.572
11 O 8.442 -4.250 -0.605
12 O 9.758 -4.219 1.225
13 O 5.651 -1.782 6.071
14 O -6.748 -1.431 -6.999
15 O 0.398 7.148 3.711
16 O -5.754 -1.853 -5.018
17 O 1.105 5.250 4.626
18 O 6.935 -2.242 4.277
19 O 2.599 2.284 1.367
20 O -7.071 -0.051 -5.288
21 O 1.382 -0.178 -3.277
22 N 0.740 4.133 0.793
23 N -5.442 2.300 -1.219
24 N 2.497 0.175 -0.564
25 C 7.607 -4.328 4.935
26 C -5.516 -2.371 0.615
27 C -6.454 -1.179 -5.704
28 C 6.428 -2.482 5.511
29 C 6.230 -1.418 0.077
30 C -5.043 -0.577 -2.001
31 C -6.306 -2.349 -0.709
32 C 2.283 -0.604 0.613
33 C -1.393 -1.134 -2.869
34 C 0.686 0.113 -2.334
35 C 0.570 1.674 -0.484
36 C -0.731 6.602 4.431
37 C 1.255 0.698 -1.089
38 C -0.017 5.690 5.403
39 C 7.238 -3.540 -0.941
40 C 3.259 -0.585 -1.507
41 C 1.386 6.228 3.736
42 C -1.550 0.961 -1.697
43 C -0.785 -0.026 -2.310
44 C 8.740 -5.206 5.434
45 C -0.733 2.086 -1.136
46 C 8.903 -3.735 0.555
47 C -7.816 -0.547 -7.373
48 C -7.585 0.631 -6.453
49 C -2.760 -1.260 -2.761
50 C -5.493 -2.049 -1.967
51 C -3.559 -0.311 -2.119
52 C 8.022 -3.160 4.072
53 C 7.479 -2.195 -0.297
54 C -1.589 7.688 5.055
55 C -4.070 -2.848 0.497
56 C -2.945 0.853 -1.613
57 C -8.810 1.467 -6.129
58 H -1.097 8.656 4.977
59 H -5.537 -1.384 1.081
60 H 1.502 4.634 1.254
61 H -6.775 1.256 -6.835
62 H 5.361 -1.829 -0.431
63 H 8.943 -2.693 4.430
64 H -7.053 -1.554 -0.621
65 H -3.238 3.343 -1.205
66 H -3.646 -3.049 1.479
67 H -3.225 -2.143 -3.171
68 H 6.060 -1.448 1.152
69 H -1.787 7.477 6.106
70 H 0.358 6.234 6.274
71 H 8.934 -5.015 6.488
72 H 8.497 -6.261 5.325
73 H 6.325 -0.372 -0.215
74 H -0.611 4.840 5.728
75 H -2.552 7.763 4.554
76 H -7.753 -0.300 -8.429
77 H 9.652 -5.025 4.865
78 H 0.908 4.273 -0.201
79 H -4.022 -3.772 -0.081
80 H -9.156 1.261 -5.119
81 H 3.138 2.371 0.568
82 H -4.675 -2.759 -2.049
83 H -5.377 -0.118 -1.075
84 H -8.586 2.530 -6.194
85 H -3.663 2.037 0.544
86 H 6.847 -4.925 4.425
87 H -6.876 -3.273 -0.811
88 H -9.620 1.264 -6.830
89 H -6.118 -2.218 -2.841
90 H 6.392 -4.063 -0.490
91 H 8.125 -3.406 3.026
92 H -0.797 -1.891 -3.358
93 H -6.028 -3.047 1.302
94 H -5.561 -0.023 -2.783
95 H 8.148 -1.592 -0.916
96 H -6.054 2.202 -0.420
97 H 7.109 -3.496 -2.019
98 H -3.448 -2.104 0.002
99 H -8.765 -1.047 -7.166
100 H -1.306 6.013 3.713